A molecular structure, C10H34B2N2O3Sn in a non-equilibrium geometry, computed with ωB97M-V/def2-TZVPD.

Cartesian coordinates (Å):
1 Sn 0.5306 0.9336 0.9893
2 B 0.2894 4.0089 0.8760
3 H -0.4138 3.5435 0.0422
4 H 1.4492 4.0409 0.5958
5 H -0.0337 5.1073 1.1742
6 H 0.1716 3.4010 1.9131
7 B -2.6316 1.5692 1.7697
8 H -3.5343 2.3323 1.8385
9 H -2.2790 1.2239 2.8552
10 H -3.0399 0.5771 1.2483
11 H -1.7764 2.1118 1.1181
12 C 2.5971 -1.6509 2.6442
13 O 2.0150 -1.4927 1.3653
14 C 2.8221 -1.9975 0.3191
15 C 2.0007 -1.8090 -0.9390
16 N 1.8059 -0.4271 -1.3172
17 C 0.9728 -0.2964 -2.5131
18 C 1.0395 1.1197 -3.0456
19 O 0.5768 2.0020 -2.0702
20 C 0.3452 3.3288 -2.5506
21 H 2.4796 -2.6945 2.9478
22 H 2.1156 -1.0079 3.3846
23 H 3.6502 -1.3560 2.7259
24 H 2.9488 -3.0882 0.2933
25 H 3.7776 -1.4768 0.3974
26 H 1.1032 -2.4104 -0.8146
27 H 2.5155 -2.3026 -1.7778
28 H 2.6420 0.1274 -1.4655
29 H -0.0466 -0.5421 -2.2144
30 H 1.2747 -0.8839 -3.3919
31 H 0.3491 1.1930 -3.8865
32 H 2.0785 1.3403 -3.3071
33 H -0.7194 3.5487 -2.4522
34 H 0.5405 3.3316 -3.6342
35 H 0.9211 4.1046 -2.0574
36 C -1.1998 -3.3839 1.6233
37 C -1.0037 -2.0114 0.9826
38 C -2.0343 -1.5726 -0.0206
39 O -1.5688 -0.3350 -0.4688
40 C -2.4695 0.3142 -1.3331
41 N -0.9057 -0.9594 2.0242
42 H -0.3444 -3.6748 2.2441
43 H -1.2550 -4.1432 0.8363
44 H -2.0173 -3.4645 2.3426
45 H -0.0226 -2.0629 0.5112
46 H -2.9831 -1.3442 0.4857
47 H -2.2475 -2.2594 -0.8458
48 H -3.3606 0.6304 -0.7814
49 H -2.8945 -0.3778 -2.0718
50 H -2.0073 1.1843 -1.7836
51 H -1.8294 -0.7122 2.3787
52 H -0.3944 -1.3375 2.8155

- Gap between HOMO and LUMO: 7.563 eV
- LUMO level: -0.67 eV
- E_tot: -27221.650 eV
- Molar mass: 370.7 u
- Charge: 0
- Energy above the lowest of the compared OMol25 structures with the same formula, charge and spin: 0.0 kcal per mole



7 unconnected molecules or ions with the total composition C10H34O7 in a non-equilibrium geometry, computed with ωB97M-V/def2-TZVPD.

Cartesian coordinates (Å):
1 C -4.6665 -0.8500 -4.6922
2 C -5.9595 -0.7845 -3.8733
3 C -6.4920 -2.1720 -3.5368
4 O -5.8454 -0.1983 -2.6795
5 H -4.8538 -1.3596 -5.6374
6 H -3.8264 -1.3235 -4.1842
7 H -4.4132 0.1971 -4.8579
8 H -6.7221 -0.1936 -4.3807
9 H -6.4295 -2.9356 -4.3121
10 H -7.5370 -2.1986 -3.2281
11 H -5.8715 -2.5850 -2.7415
12 H -4.8988 -0.0768 -2.5760
13 C 0.6819 -5.9842 -0.8215
14 C 1.1961 -6.9583 -1.8982
15 C 1.3349 -6.4681 -3.3311
16 O 2.4571 -7.2608 -1.4162
17 H -0.3847 -5.8025 -0.9536
18 H 0.9448 -4.9579 -1.0779
19 H 0.9283 -6.2826 0.1974
20 H 0.7746 -7.9511 -1.7408
21 H 2.3474 -6.2211 -3.6505
22 H 0.7460 -5.5877 -3.5884
23 H 0.8631 -7.2796 -3.8851
24 H 2.3820 -7.9648 -0.7678
25 C -3.1386 3.9663 7.7434
26 O -1.8895 3.6044 7.2182
27 H -3.8393 4.3826 7.0197
28 H -3.6118 3.0076 7.9556
29 H -2.9437 4.5352 8.6525
30 H -1.5436 2.9445 7.8235
31 C 4.0839 6.1595 4.9912
32 O 5.2661 5.7474 4.3028
33 H 4.3221 6.5994 5.9597
34 H 3.4737 6.9118 4.4913
35 H 3.4347 5.3321 5.2775
36 H 5.8109 6.5210 4.1405
37 C -0.2427 2.0432 0.9833
38 O -0.9906 2.2315 -0.2522
39 H -0.8459 1.6872 1.8185
40 H 0.5235 1.3005 0.7610
41 H 0.0215 3.0591 1.2770
42 H -0.4009 2.7187 -0.8322
43 C 7.3622 0.9724 0.8053
44 O 6.3560 1.0992 1.6974
45 H 7.2923 0.0175 0.2844
46 H 7.3285 1.7017 -0.0041
47 H 8.2824 1.0166 1.3879
48 H 6.4356 1.9762 2.0797
49 O 0.7447 4.3923 -4.9961
50 H 0.4852 5.2092 -5.4221
51 H 1.4675 4.0622 -5.5299

- Gap between HOMO and LUMO: 10.369 eV
- LUMO level: 0.64 eV
- SMILES: CC(C)O.CC(C)O.CO.CO.CO.CO.O
- E_tot: -25249.284 eV
- Molar mass: 266.4 u
- Charge: 0
- Energy above the lowest of the compared OMol25 structures with the same formula, charge and spin: 111.8 kcal per mole



7 unconnected molecules or ions with the total composition C10H34O7 in a non-equilibrium geometry, computed with ωB97M-V/def2-TZVPD.

Cartesian coordinates (Å):
1 C 0.1107 3.0054 1.9601
2 C 1.0371 1.8026 2.0291
3 O 1.5534 1.5567 0.7181
4 H -0.7063 2.9782 2.6880
5 H -0.4552 3.0356 1.0240
6 H 0.5646 3.9921 2.0569
7 H 0.4390 0.9752 2.4168
8 H 1.8490 1.9816 2.7328
9 H 2.3540 1.0282 0.8360
10 C 0.0705 3.0205 -1.9589
11 C 0.8858 4.1842 -1.4139
12 O 1.4788 4.9452 -2.4609
13 H 0.6356 2.3272 -2.5894
14 H -0.7874 3.3839 -2.5250
15 H -0.3347 2.3993 -1.1552
16 H 1.6660 3.8652 -0.7210
17 H 0.1553 4.7522 -0.8316
18 H 2.3316 4.5462 -2.6431
19 C 2.0314 -2.8912 1.7654
20 C 1.9941 -1.8685 2.8883
21 O 3.2033 -1.1409 3.0582
22 H 2.2542 -2.3986 0.8160
23 H 1.0822 -3.4011 1.6026
24 H 2.8321 -3.6219 1.9169
25 H 1.7245 -2.2792 3.8627
26 H 1.2202 -1.1782 2.5356
27 H 3.7098 -1.5103 3.7819
28 C -3.4486 1.7601 0.2970
29 C -2.8363 0.3912 0.1856
30 O -3.2035 -0.1838 -1.0417
31 H -3.1401 2.3357 -0.5816
32 H -3.1167 2.2779 1.1986
33 H -4.5397 1.8067 0.2532
34 H -3.0631 -0.2907 1.0174
35 H -1.7496 0.5690 0.2733
36 H -2.6703 -0.9677 -1.2299
37 C -2.0584 -5.1770 -1.1953
38 C -1.0595 -4.0333 -1.2424
39 O -1.4979 -2.9853 -0.4085
40 H -2.2613 -5.4742 -0.1612
41 H -1.5405 -6.0882 -1.5246
42 H -2.9618 -5.0474 -1.7794
43 H -1.0389 -3.6834 -2.2823
44 H -0.0596 -4.4085 -1.0155
45 H -0.7839 -2.3158 -0.3170
46 O 0.2676 -0.8989 -0.5838
47 H 0.3846 -0.0219 -0.1877
48 H 0.7358 -0.8524 -1.4307
49 O 2.0655 -0.3223 -3.3086
50 H 2.3998 -0.4804 -4.1985
51 H 2.2767 0.6013 -3.1269

- Gap between HOMO and LUMO: 9.848 eV
- LUMO level: 0.14 eV
- SMILES: CCO.CCO.CCO.CCO.CCO.O.O
- E_tot: -25252.595 eV
- Molar mass: 266.4 u
- Charge: 0
- Energy above the lowest of the compared OMol25 structures with the same formula, charge and spin: 35.4 kcal per mole



A molecular structure, C10H36BCl3CrMgO10S2 in a non-equilibrium geometry, computed with ωB97M-V/def2-TZVPD.

Cartesian coordinates (Å):
1 Cr -1.2701 -2.5927 0.0420
2 Mg 1.6540 0.9021 -0.0942
3 Cl 1.5445 3.1159 0.4038
4 Cl -3.5370 -1.6775 0.3124
5 Cl 3.6314 0.1653 -0.9825
6 B -0.0116 -0.4858 0.2587
7 H 0.9142 -0.7337 -0.3540
8 H -0.9505 -0.6413 -0.3786
9 H -0.0643 -1.2266 1.1360
10 H 0.0502 0.5735 0.6592
11 O -1.3497 2.5740 -2.6730
12 S -0.0720 1.9900 -2.9742
13 O 0.6643 1.2554 -1.9806
14 O -0.2074 1.0388 -4.2827
15 C -1.3552 1.3458 -5.1135
16 C -1.2071 0.5278 -6.3759
17 C 1.0121 3.2863 -3.6231
18 H -1.4617 2.4081 -5.3320
19 H -2.2705 1.0516 -4.5963
20 H -1.9834 0.8613 -7.0702
21 H -1.3584 -0.5414 -6.2365
22 H -0.2442 0.6930 -6.8579
23 H 0.9789 4.1090 -2.9156
24 H 0.5439 3.5355 -4.5761
25 H 2.0199 2.9320 -3.8159
26 O 3.3080 -1.4299 3.2673
27 S 2.7648 -0.1059 3.1532
28 O 2.2265 0.3777 1.9095
29 O 1.5644 0.0593 4.1972
30 C 0.6577 1.1773 3.9816
31 C -0.2906 1.1884 5.1581
32 C 3.9630 1.1135 3.8333
33 H 0.1032 0.8945 3.0851
34 H 1.1348 2.1467 3.8434
35 H -1.0995 1.9039 5.0094
36 H 0.2251 1.5081 6.0664
37 H -0.7303 0.2039 5.3110
38 H 4.2224 1.8193 3.0506
39 H 4.8175 0.5163 4.1361
40 H 3.4349 1.5455 4.6745
41 C 2.2108 -3.1515 0.3415
42 O 0.9477 -3.4470 -0.2560
43 H 2.4513 -3.8930 1.1144
44 H 3.0169 -3.0690 -0.3846
45 H 2.1911 -2.2177 0.8999
46 H 1.1154 -4.0781 -0.9612
47 C -1.9049 -1.6562 -2.9414
48 O -1.0985 -2.4440 -2.0605
49 H -2.1878 -0.7313 -2.4483
50 H -1.3255 -1.4192 -3.8336
51 H -2.8104 -2.1767 -3.2559
52 H -0.7890 -3.2298 -2.5210
53 C -1.0202 -2.5200 3.3463
54 O -0.8189 -3.2584 2.1298
55 H -1.3642 -3.1912 4.1332
56 H -0.0587 -2.1137 3.6746
57 H -1.7041 -1.6939 3.1823
58 H -0.4502 -4.1194 2.3404
59 C -2.8365 2.0900 0.7133
60 O -4.0911 1.5088 0.9916
61 H -2.8689 3.1807 0.7553
62 H -2.0611 1.7635 1.4152
63 H -2.4712 1.8846 -0.2978
64 H -4.0442 0.5971 0.6663

- Gap between HOMO and LUMO (alpha / beta): 7.682 / 7.517 eV
- LUMO level (alpha / beta): -0.76 / -0.93 eV
- 2S+1: 5
- E_tot: -125211.906 eV
- Molar mass: 574.0 u
- Charge: 0
- Energy above the lowest of the compared OMol25 structures with the same formula, charge and spin: 22.3 kcal per mole